Model i:
The following is a quantum chemistry calculation of a cluster of 2 separate species, C7H11NO in total, from the Open Molecules 2025 dataset.

CARTESIAN COORDINATES (ANGSTROEM)
C (-2.30352, 1.92436, -0.34299)
C (-0.90586, 1.05591, -0.60723)
C (-0.56131, -0.00759, 0.24252)
C (-1.65656, -0.81865, 0.97222)
C (0.79014, -0.35624, 0.16545)
C (1.30042, -1.40434, 1.01790)
C (2.11244, -2.37992, 0.56022)
H (-3.33429, 1.39291, -0.16740)
H (-2.07766, 2.85612, 0.75151)
H (-2.08377, 2.64257, -1.19487)
H (-1.17952, -1.69267, 1.34290)
H (-2.17622, 0.02747, 1.75280)
H (-2.45758, -1.24946, 0.26778)
H (1.30280, 0.66983, -1.39262)
H (2.68634, 0.02405, -0.21180)
H (0.86140, -1.65124, 1.97819)
H (2.59136, -2.30946, -0.35411)
H (2.33468, -3.03374, 1.42180)
N (1.76392, 0.12391, -0.66246)
O (-0.18368, 1.67188, -1.45069)

Summary:
**Frontier orbital gap**: 8.55 eV
**LUMO energy**: 0.0074 Eh

Model ii:
The following is a quantum chemistry calculation of an isolated molecule of C7H11NO, from the Open Molecules 2025 dataset.

CARTESIAN COORDINATES (ANGSTROEM)
C (1.34319, 1.96515, 0.73680)
C (0.21862, 1.36952, 1.33610)
C (-0.27144, 1.42343, 2.76192)
C (-0.27250, 0.19264, 0.12040)
C (-1.42576, -0.24617, -0.38201)
C (-1.57042, -1.50037, -1.19146)
C (-0.76792, -1.93362, -2.55001)
H (3.33345, 1.91955, 0.49443)
H (2.29683, 0.30575, -0.07927)
H (1.62062, 3.02390, 1.41024)
H (1.26169, 2.28352, -0.51334)
H (-0.96887, 0.47881, 3.07804)
H (0.08587, 2.24355, 3.39246)
H (0.62527, -0.52182, -0.21991)
H (-2.49361, -0.03601, -0.42658)
H (-2.51885, -1.91224, -0.95415)
H (-0.19448, -1.00006, -2.93835)
H (-1.53095, -2.43790, -3.22828)
N (2.56073, 1.10558, 0.71054)
O (-0.37059, -2.46370, -1.24744)

Summary:
**SMILES string**: C=C(/C=C/[C@H]1CO1)CN
**Frontier orbital gap**: 9.47 eV
**LUMO energy**: 0.0216 Eh

Model iii:
The following is a quantum chemistry calculation of a cluster of 2 separate species, C7H11NO in total, from the Open Molecules 2025 dataset.

CARTESIAN COORDINATES (ANGSTROEM)
C (0.61150, -1.24508, -0.06843)
C (0.88745, 1.76963, 0.20451)
C (1.63332, -1.38889, -0.77466)
C (-0.57703, -1.01361, 0.35127)
C (0.71870, 2.31698, -1.16012)
C (-1.06763, -0.92963, 1.78315)
C (-1.71247, -0.84377, -0.66324)
N (1.22700, 1.11289, 1.08046)
O (1.41315, 0.64649, 2.13195)
H (2.22486, -0.49781, -1.02055)
H (2.03927, -2.27573, -1.02138)
H (-0.29211, 2.85423, -1.12031)
H (0.82375, 1.37427, -1.80236)
H (1.48419, 3.13220, -1.42613)
H (-1.54927, -1.96230, 2.03576)
H (-1.85992, -0.14506, 1.92535)
H (-0.20683, -0.68249, 2.43902)
H (-1.32052, -1.09919, -1.66136)
H (-1.90619, 0.24901, -0.88603)
H (-2.57122, -1.37214, -0.34690)

Summary:
**SMILES string**: CC#[N+][O-].C=C=C(C)C
**Frontier orbital gap**: 9.41 eV
**LUMO energy**: 0.0245 Eh

Going by the computed energies, the most stable comes first: model i, model iii, model ii.

Model i:
The following is a quantum chemistry calculation of an isolated molecule of C7H11NO, from the Open Molecules 2025 dataset.

CARTESIAN COORDINATES (ANGSTROEM)
C (2.13710, 0.93630, 1.30348)
C (1.67737, 0.02383, 0.39519)
C (0.21291, 0.12967, -0.14508)
C (-1.39603, 0.62316, -0.83308)
C (-2.00950, 0.13414, 0.32180)
C (-0.84609, -0.26877, 0.97854)
C (-0.61898, -0.38504, -1.43517)
H (1.52728, 1.93497, 1.10241)
H (3.20182, 1.12248, 1.51253)
H (1.85231, 0.80694, 2.23945)
H (2.22659, 0.23838, -0.54304)
H (2.01527, -0.94866, 0.45087)
H (-2.24300, 1.15069, -1.39276)
H (-3.13248, -0.03181, 0.38758)
H (-0.63545, -0.83977, 2.01847)
H (-0.16119, -0.17777, -2.32478)
H (-1.37701, -1.80596, -0.26579)
H (-0.69251, -2.36275, -1.99478)
N (-1.39787, -1.66512, -1.41568)
O (-0.34054, 1.38511, -0.36017)

Summary:
**Frontier orbital gap**: 9.82 eV
**LUMO energy**: 0.0351 Eh

Model ii:
The following is a quantum chemistry calculation of an isolated molecule of C7H11NO, from the Open Molecules 2025 dataset.

CARTESIAN COORDINATES (ANGSTROEM)
C (2.37386, 0.59671, 0.02129)
C (0.65600, -2.25775, -0.75484)
C (1.10862, -1.03486, -0.90188)
C (-1.19172, -0.03656, 0.85586)
C (0.09487, 1.60431, -0.72391)
C (0.09017, 0.81591, 0.59084)
C (1.27757, -0.15085, 0.37333)
N (3.21600, 1.21904, -0.41020)
O (1.32475, -0.93512, 1.58761)
H (0.68734, -2.73687, -1.72342)
H (0.25306, -2.69138, 0.25877)
H (1.73202, -0.72768, -1.76288)
H (-1.37379, -0.61294, -0.07606)
H (-2.07787, 0.77703, 1.05596)
H (-0.88856, -0.71342, 1.64849)
H (0.65883, 2.44735, -0.60078)
H (-0.94362, 1.98361, -0.96194)
H (0.48386, 0.91086, -1.49629)
H (0.24102, 1.52656, 1.35277)
H (2.10076, -1.45034, 1.78839)

Summary:
**SMILES string**: C=C[C@@](O)(C#N)C(C)C
**Frontier orbital gap**: 11.13 eV
**LUMO energy**: 0.0240 Eh

Model iii:
The following is a quantum chemistry calculation of an isolated molecule of C7H11NO, from the Open Molecules 2025 dataset.

CARTESIAN COORDINATES (ANGSTROEM)
C (-1.74412, -0.22005, -0.25614)
C (-1.12652, 1.38817, 0.09314)
C (0.15876, 0.75454, -0.66828)
C (-0.19279, -0.55938, 0.07609)
C (0.70799, -1.49740, -0.37924)
C (2.11936, 0.09946, 0.91832)
C (1.60813, 0.83275, -0.38633)
H (-3.27047, -0.11717, 1.18808)
H (-1.88540, -0.38208, -1.40881)
H (-1.03495, 1.31079, 1.16246)
H (-1.92057, 2.34261, -0.18811)
H (-0.27292, 0.46227, -1.87881)
H (-0.20090, -0.79553, 1.13227)
H (0.31160, -1.23516, -1.56634)
H (0.90079, -2.47727, -0.03763)
H (3.07106, 0.02652, 1.33358)
H (1.41412, 0.09592, 1.77233)
H (2.42146, 1.22762, -0.96379)
N (1.91351, -0.61561, -0.22038)
O (-2.97811, -0.64100, 0.27758)

Summary:
**SMILES string**: O[C@H]1C[C@@H]2[C@@H]1CN1C[C@H]21
**Frontier orbital gap**: 9.17 eV
**LUMO energy**: 0.0257 Eh

Going by the computed energies, the most stable comes first: model ii, model i, model iii.

Model i:
The following is a quantum chemistry calculation of an isolated molecule of C3H2N2O2S, from the Open Molecules 2025 dataset.

CARTESIAN COORDINATES (ANGSTROEM)
C (0.89842, -0.13739, -0.00230)
C (-0.63600, 1.47335, -0.00110)
C (-1.25531, -0.81914, 0.02363)
H (2.50495, -1.77158, -0.01412)
H (-1.02759, 2.49365, 0.02438)
N (0.63635, 1.24362, -0.01092)
N (0.05917, -1.09958, -0.00649)
O (-1.61814, 0.60997, -0.00419)
O (-2.19016, -1.54482, -0.01012)
S (2.62831, -0.44808, 0.00121)

Summary:
**SMILES string**: O=c1nc(S)nco1
**Frontier orbital gap**: 9.96 eV
**LUMO energy**: -0.0153 Eh

Model ii:
The following is a quantum chemistry calculation of an isolated molecule of C3H2N2O2S, from the Open Molecules 2025 dataset.

CARTESIAN COORDINATES (ANGSTROEM)
C (-0.07860, -0.09295, -0.88872)
C (0.43921, -0.37644, 0.44234)
C (-0.28458, 0.14686, 1.72011)
H (-1.29060, 1.06284, -2.33807)
H (-1.46655, 0.38558, 1.40761)
N (0.75070, -0.64542, -1.71782)
N (1.63273, -0.81340, 0.38405)
O (1.79682, -1.14095, -0.92723)
O (0.09347, 0.63262, 2.91763)
S (-1.59259, 0.84127, -0.99990)

Summary:
**SMILES string**: O=Cc1nonc1S
**Frontier orbital gap**: 9.24 eV
**LUMO energy**: -0.0434 Eh

Going by the computed energies, the most stable comes first: model i, model ii.

Model i:
The following is a quantum chemistry calculation of an isolated molecule of C5H5N5O, from the Open Molecules 2025 dataset.

CARTESIAN COORDINATES (ANGSTROEM)
C (-1.16538, -1.09162, 1.93071)
C (0.60859, -0.40970, 0.69619)
C (1.25417, 0.64922, -1.13192)
C (-1.14874, 0.68444, -2.09342)
C (0.14266, 0.04705, -0.53638)
H (-0.95815, -2.16192, 2.68836)
H (-1.72929, -0.28472, 2.26224)
H (-1.59379, -1.47848, 0.89378)
H (2.30919, 0.45824, 1.73757)
H (-1.94892, 0.48095, -2.67765)
N (1.88092, 0.11582, 0.74940)
N (2.20481, 0.76853, -0.28948)
N (1.06995, 1.71033, -2.08785)
N (-0.09595, 1.76864, -2.66495)
N (-1.14265, -0.21240, -1.18944)
O (0.31258, -1.04439, 1.71284)

Summary:
**SMILES string**: COc1[nH]nc2nncnc12
**Frontier orbital gap**: 8.43 eV
**LUMO energy**: -0.0097 Eh

Model ii:
The following is a quantum chemistry calculation of an isolated molecule of C5H5N5O, from the Open Molecules 2025 dataset.

CARTESIAN COORDINATES (ANGSTROEM)
N (-1.72582, 2.08339, -0.45320)
N (-2.68553, 1.78870, 0.38278)
N (0.42035, 1.10326, -1.08855)
O (-0.47330, -1.78211, 1.79470)
C (-0.72077, 1.15462, -0.37819)
C (1.23478, 0.10386, -0.82155)
C (0.97938, -0.88676, 0.10009)
C (-0.21811, -0.83690, 0.81392)
C (-1.09300, 0.20467, 0.54267)
N (2.36118, 0.15578, -1.58323)
N (-2.31868, 0.60109, 0.98489)
H (0.31806, -2.32507, 1.95717)
H (1.71714, -1.66460, 0.25550)
H (2.39327, 0.92518, -2.26576)
H (2.71235, -0.74095, -1.90100)
H (-2.90131, 0.11584, 1.65976)

Summary:
**SMILES string**: Nc1cc(O)c2[nH]nnc2n1
**Frontier orbital gap**: 8.86 eV
**LUMO energy**: 0.0111 Eh

Going by the computed energies, the most stable comes first: model ii, model i.

Model i:
The following is a quantum chemistry calculation of a cluster of 5 separate species, C4H19NO6 in total, from the Open Molecules 2025 dataset.

CARTESIAN COORDINATES (ANGSTROEM)
C (-1.03411, 1.19489, 0.23244)
C (-2.52794, 0.92178, 0.35606)
C (-2.94746, -0.49284, -0.02556)
O (-2.54122, -1.46270, 0.94378)
N (-0.66538, 1.34364, -1.17656)
C (0.57218, 2.02251, -1.43123)
O (1.75432, 1.20219, -1.34037)
H (-0.78000, 2.12498, 0.73912)
H (-0.47784, 0.40467, 0.75695)
H (-3.04192, 1.63032, -0.30029)
H (-2.88540, 1.10421, 1.37154)
H (-4.03372, -0.60532, -0.03496)
H (-2.58456, -0.79603, -1.01612)
H (-1.58036, -1.63637, 0.89343)
H (-0.68169, 0.46110, -1.65958)
H (0.54825, 2.44519, -2.44003)
H (0.72892, 2.82592, -0.71474)
H (1.55693, 0.28525, -1.64431)
H (3.88799, 1.09457, 0.84667)
H (2.49487, 1.13708, 0.18065)
O (2.95266, 1.09888, 1.05764)
H (0.60861, -1.97377, -2.58322)
H (0.56528, -1.74458, -1.03418)
O (0.89871, -1.38725, -1.90232)
H (1.58990, -0.78139, 3.09430)
H (2.36409, -0.38685, 1.77975)
O (1.91765, -1.12011, 2.27487)
H (0.14621, -3.21640, 0.86768)
H (0.76521, -1.82561, 1.23017)
O (0.11681, -2.27446, 0.61450)

Summary:
**SMILES string**: OCCCNCO.O.O.O.O
**Frontier orbital gap**: 9.57 eV
**LUMO energy**: 0.0171 Eh

Model ii:
The following is a quantum chemistry calculation of a cluster of 6 separate species, C4H19NO6 in total, from the Open Molecules 2025 dataset.

CARTESIAN COORDINATES (ANGSTROEM)
O (2.25230, -1.22881, 1.08422)
C (2.44756, -0.09402, 1.43231)
C (1.34910, 0.86471, 1.88083)
C (-0.02945, 0.39611, 1.43920)
C (-1.15800, 1.21691, 2.06305)
N (1.74001, 2.19504, 1.42821)
H (3.46244, 0.34044, 1.44569)
H (1.41633, 0.85308, 2.97488)
H (-0.18687, -0.64985, 1.70669)
H (-0.10447, 0.44481, 0.34803)
H (-1.13410, 1.14129, 3.15153)
H (-1.12694, 2.27175, 1.78473)
H (-2.11979, 0.83307, 1.71952)
H (1.29516, 2.92629, 1.96498)
H (1.49517, 2.34700, 0.45730)
H (0.86139, -0.75480, -2.92594)
H (0.89643, -2.10234, -3.70413)
O (1.19742, -1.67899, -2.89786)
H (0.48841, 1.34587, -2.17586)
H (-0.83313, 0.73206, -2.68629)
O (0.12814, 0.83540, -2.90499)
H (-2.31164, -0.36871, -1.35467)
H (-2.99493, 1.00570, -1.58789)
O (-2.39130, 0.38177, -1.99421)
H (0.63471, -2.31022, -1.35162)
H (0.86563, -2.20299, 0.16051)
O (0.23946, -2.55840, -0.47671)
H (-2.77230, -2.50970, -0.45570)
H (-1.32768, -1.97445, -0.26624)
O (-2.27908, -1.69803, -0.25955)

Summary:
**SMILES string**: CC[C@H](N)C=O.O.O.O.O.O
**Frontier orbital gap**: 10.33 eV
**LUMO energy**: 0.0148 Eh

Going by the computed energies, the most stable comes first: model ii, model i.